No. 1
The following is a quantum chemistry calculation of a molecular structure, C27H32F5N2OPdSe2Te2, from the OMol25 dataset.

Structure (XYZ):
```
72
Properties=species:S:1:pos:R:3:forces:R:3
Pd -0.99045 0.27733 -0.46752 -0.18 0.36 -0.55
Te 1.99228 -1.47781 0.68486 -0.30 -0.12 0.38
C 3.63593 -0.20142 0.44446 -0.16 0.12 -0.23
C 3.97488 0.86043 1.26974 0.05 -0.05 0.14
C 5.13985 1.56894 1.02284 -0.02 0.06 0.06
C 5.95931 1.21794 -0.04187 0.01 -0.02 -0.02
C 5.62412 0.14872 -0.85675 0.01 -0.03 0.00
C 4.45991 -0.56771 -0.61392 -0.11 0.07 -0.08
H 3.37382 1.10072 2.13411 -0.04 0.08 0.04
H 5.42364 2.38383 1.67760 -0.04 -0.01 -0.02
H 6.87185 1.76918 -0.22522 0.00 0.01 0.00
H 6.27003 -0.13598 -1.67600 0.00 -0.01 0.00
H 4.20866 -1.40528 -1.25625 -0.01 0.01 -0.02
F -0.04741 1.68500 4.45681 0.04 -0.07 -0.07
Te 0.41601 0.50284 3.03014 -0.54 -0.20 0.10
F 1.17279 -0.39900 -0.82523 0.03 0.03 0.06
F -1.41275 0.45237 2.71233 0.16 0.07 -0.11
F 0.29530 -0.86464 4.26019 0.15 0.07 -0.09
F 2.60904 -1.51070 2.53823 0.07 -0.12 0.02
O 0.37448 -0.92385 1.55622 0.42 0.52 -0.18
Se -1.65446 -0.99756 -2.36950 0.07 -0.22 0.12
C -2.89677 -0.85378 -0.99230 -0.05 -0.05 -0.04
C -3.20005 -1.92030 -0.10180 -0.05 0.01 0.04
C -3.94880 -1.67180 1.01048 0.04 -0.04 -0.02
C -4.40589 -0.36406 1.29553 0.00 0.06 0.00
C -4.11794 0.68025 0.46150 -0.02 0.01 0.10
C -3.36285 0.45309 -0.70842 0.31 -0.02 0.01
H -2.82096 -2.90876 -0.32123 -0.02 0.00 0.00
H -4.18404 -2.47724 1.69307 0.00 0.00 0.00
H -4.99614 -0.19494 2.18630 0.00 0.00 0.00
H -4.47632 1.67784 0.67512 0.00 -0.01 0.01
H -3.26605 1.22808 -1.45651 -0.04 -0.02 -0.02
C 3.61064 6.15207 1.87418 -0.02 0.01 -0.04
C 2.14701 5.78566 2.09524 0.03 -0.01 -0.01
C 1.85011 4.32028 1.77782 0.06 0.01 0.02
C 1.75977 4.00089 0.28758 0.15 -0.12 0.00
N 0.67872 4.71201 -0.37486 0.01 0.07 0.09
C -0.61286 4.34951 -0.31585 -0.12 -0.27 -0.20
Se -1.34953 2.83311 0.48777 0.07 -0.14 0.51
N -1.34853 5.27935 -0.95608 0.02 0.04 -0.02
C -2.80579 5.26480 -1.09057 -0.02 0.00 0.01
C -3.51202 5.73615 0.17676 0.01 0.01 -0.01
C -3.22439 7.18714 0.55818 -0.01 0.01 -0.02
C -3.94446 8.19787 -0.32809 0.01 -0.01 0.01
C -0.50008 6.26529 -1.45176 -0.01 0.02 0.00
C -0.74652 7.41709 -2.18842 -0.01 0.00 0.00
C 0.34838 8.18586 -2.53403 0.02 0.00 0.00
C 1.64769 7.82181 -2.15906 -0.01 0.00 0.00
C 1.89258 6.67542 -1.42771 -0.01 0.00 0.00
C 0.79030 5.90457 -1.08210 0.01 -0.01 0.01
H 3.78573 7.21245 2.05273 0.00 0.00 0.01
H 3.93769 5.93619 0.85359 0.00 0.00 0.03
H 4.25596 5.58895 2.55103 0.00 0.00 0.00
H 1.50293 6.43592 1.49696 -0.03 0.00 0.01
H 1.87873 5.97738 3.13506 0.02 0.01 0.01
H 0.92035 4.00535 2.25689 -0.05 0.02 -0.03
H 2.65138 3.70515 2.20411 -0.04 -0.05 -0.04
H 1.57005 2.94193 0.12633 0.07 -0.14 0.04
H 2.67797 4.24841 -0.24238 0.05 0.04 0.01
H -3.09592 4.24313 -1.33340 -0.01 0.01 0.00
H -3.05005 5.89348 -1.94575 0.02 0.01 -0.01
H -3.23414 5.06370 0.99088 0.01 0.01 -0.01
H -4.58648 5.60849 0.01651 0.00 -0.02 0.01
H -2.14498 7.36940 0.53765 0.00 0.01 0.02
H -3.53048 7.34029 1.59440 -0.01 -0.01 0.00
H -3.64101 8.12269 -1.37400 -0.01 -0.01 -0.01
H -3.74333 9.21878 -0.00498 0.01 0.00 -0.01
H -5.02412 8.04284 -0.29084 0.00 0.01 0.01
H -1.74472 7.70565 -2.48349 0.00 0.00 0.00
H 0.19908 9.08948 -3.10862 0.00 0.00 0.00
H 2.47755 8.45103 -2.44965 0.00 0.00 0.00
H 2.89693 6.39940 -1.13995 0.00 0.00 0.00
```
Forces are in eV/Å.

Computed properties:
Molar mass, g mol⁻¹: 1015.1
Energy, eV: -195887.8139
F_max, eV/Å: 0.7
Orbital gap (alpha / beta), eV: 6.0 / 6.0
Relative energy (zero: lowest compared OMol25 entry of this formula, charge and spin), kcal per mole: 3.3
Total charge: +1

Computed Mulliken charges, given in elementary charges:
1 Pd 0.690
2 Te 0.999
3 C 0.617
4 C -0.024
5 C -0.573
6 C -0.589
7 C -0.630
8 C -0.555
9 H 0.297
10 H 0.439
11 H 0.411
12 H 0.392
13 H 0.382
14 F -0.498
15 Te 1.847
16 F -0.593
17 F -0.423
18 F -0.392
19 F -0.545
20 O -0.729
21 Se 0.004
22 C -0.031
23 C -0.299
24 C -0.539
25 C -0.511
26 C -0.207
27 C -0.439
28 H 0.471
29 H 0.418
30 H 0.416
31 H 0.441
32 H 0.492
33 C -1.304
34 C -0.330
35 C -0.067
36 C -1.455
37 N 0.480
38 C -0.048
39 Se -0.284
40 N 0.392
41 C -1.247
42 C -0.286
43 C -0.234
44 C -1.255
45 C 0.521
46 C -0.577
47 C -0.807
48 C -0.814
49 C -0.496
50 C 0.988
51 H 0.377
52 H 0.251
53 H 0.364
54 H 0.183
55 H 0.420
56 H 0.185
57 H 0.309
58 H 0.292
59 H 0.369
60 H 0.117
61 H 0.571
62 H 0.211
63 H 0.495
64 H 0.134
65 H 0.411
66 H 0.229
67 H 0.363
68 H 0.358
69 H 0.279
70 H 0.424
71 H 0.425
72 H 0.314

No. 2
The following is a quantum chemistry calculation of a molecular structure, C27H32N4O2 in a non-equilibrium geometry, from the OMol25 dataset.

Structure (XYZ):
```
65
Properties=species:S:1:pos:R:3:forces:R:3
C -2.58066 3.93559 -4.43126 0.38 10.04 1.36
C -1.62357 4.05465 -3.47835 1.72 3.30 4.77
C -0.91811 2.90351 -2.86634 -0.48 10.13 1.52
C -1.20210 1.78280 -3.38663 0.31 -2.10 -2.09
C -2.03248 1.76233 -4.56031 0.25 -5.00 2.39
C -2.82244 2.80733 -4.92935 -2.39 -7.54 -5.02
H -3.63067 2.69145 -5.72025 1.30 -0.14 0.99
H -2.15094 0.66793 -4.76179 -0.42 1.26 -0.99
N -0.48561 0.71664 -2.76455 -5.68 -2.40 -7.13
C 0.40512 0.60919 -1.93263 5.28 -2.64 6.09
C 0.77353 -0.80649 -1.49228 -4.25 3.70 -5.75
C -0.04734 -1.37227 -2.42787 -3.91 -2.79 -3.83
N -0.91305 -0.42446 -3.35701 3.99 -4.05 5.06
C -0.33479 -2.92852 -2.68600 6.49 4.40 0.92
C -1.47844 -3.29810 -3.12210 -9.72 0.17 -1.38
C -1.93725 -4.66587 -3.22813 4.41 -0.70 -1.22
C -0.84177 -5.48054 -3.27012 2.38 -2.44 3.15
C 0.43871 -5.00912 -2.81335 2.73 -7.34 -1.94
C 0.86199 -3.83977 -2.63727 -7.03 5.74 0.08
H 1.66218 -3.38814 -2.31665 4.74 1.32 1.36
O 1.50915 -6.02892 -2.76542 -5.34 -0.66 0.05
C 0.58132 -7.26555 -2.87589 6.98 -1.30 -3.63
O -0.66766 -6.98673 -3.20454 -4.08 3.63 0.52
H 0.96473 -7.76608 -3.83600 0.12 0.52 0.91
H 1.03207 -7.99583 -2.17435 -1.87 0.61 1.12
H -2.76462 -5.16133 -3.59712 -2.52 0.19 -0.33
H -2.47662 -2.54276 -3.31179 3.43 -1.66 0.81
C 1.80741 -1.38014 -0.63316 -10.96 10.72 7.57
N 1.79394 -0.28872 0.46401 8.26 -3.34 -4.53
C 3.03312 -0.65252 1.12693 1.44 -0.06 4.80
C 3.45327 0.40107 2.23563 -5.81 -1.81 -1.95
C 2.27720 0.65500 3.09195 -4.12 -8.06 -0.62
C 0.90043 0.75991 2.31674 6.57 2.55 -3.57
C 0.72788 -0.21141 1.20664 -3.08 -4.86 6.00
H -0.16674 -0.08806 0.65647 -1.08 -0.01 -0.39
H 0.68280 -1.44559 1.93246 -0.58 2.62 -1.72
C -0.17171 0.91618 3.13847 -9.68 -2.94 6.56
N -0.45049 1.87097 4.27222 10.42 4.29 -12.12
C -1.18833 1.87053 5.29637 -4.04 -0.75 6.98
C -1.06549 3.22233 6.11983 -3.87 0.73 -7.45
H -2.05438 3.44949 6.50163 0.20 -0.03 0.68
H -0.31239 3.23280 6.74480 3.77 0.29 3.18
C -0.91204 4.27958 4.78096 6.87 -5.58 1.35
H -0.30571 5.15266 4.91607 0.91 0.13 0.36
H -1.74830 4.63466 4.51707 -6.80 2.15 -1.92
C -0.28940 3.23054 3.47524 -5.22 1.03 4.50
H 0.65239 3.61641 3.23721 1.76 -0.31 -0.27
H -0.99462 3.32316 2.54576 1.06 -0.43 1.63
H -0.83275 0.99958 5.92282 -1.10 0.53 -0.03
H -2.23918 1.80887 5.01687 -1.16 -0.52 0.53
H -0.37229 -0.08446 3.75022 0.67 1.11 -1.49
H -1.17098 0.98755 2.56978 1.27 -0.28 -0.06
H 1.12259 1.60163 1.63732 -0.59 1.03 0.45
H 2.18350 1.38006 3.75731 0.62 3.26 3.19
H 1.92832 -0.41366 3.60828 1.38 2.33 -0.20
H 3.35217 1.26413 1.75507 1.21 4.00 -2.83
H 4.31280 0.31448 2.69698 4.34 -0.88 2.16
H 3.90811 -0.64075 0.53162 0.30 -0.28 -1.53
H 3.05923 -1.69749 1.72155 -0.78 1.70 -1.47
H 2.40403 -1.55064 -1.23831 12.36 -1.41 -8.71
H 1.44480 -2.23841 -0.47737 -2.81 -6.85 3.24
H 0.77056 1.41301 -1.43349 1.08 2.43 1.24
H -0.23942 3.19342 -2.03120 -0.66 -0.81 -0.75
H -1.54166 5.24817 -2.85540 0.09 -3.98 -2.22
H -3.07936 4.89472 -4.92800 0.97 -2.00 1.63
```
Forces are in eV/Å.

Computed properties:
Molar mass, g mol⁻¹: 444.6
Energy, eV: -38551.6964
F_max, eV/Å: 17.1
Orbital gap, eV: 8.4
Relative energy (zero: lowest compared OMol25 entry of this formula, charge and spin), kcal per mole: 535.3

Computed natural (NBO) charges, given in elementary charges:
1 C -0.243
2 C -0.148
3 C -0.236
4 C 0.132
5 C -0.204
6 C -0.221
7 H 0.227
8 H 0.263
9 N -0.143
10 C 0.020
11 C -0.112
12 C 0.144
13 N -0.351
14 C -0.051
15 C -0.193
16 C -0.242
17 C 0.258
18 C 0.234
19 C -0.231
20 H 0.212
21 O -0.513
22 C 0.209
23 O -0.499
24 H 0.126
25 H 0.187
26 H 0.237
27 H 0.239
28 C -0.214
29 N -0.437
30 C -0.209
31 C -0.412
32 C -0.342
33 C -0.313
34 C -0.085
35 H 0.225
36 H 0.032
37 C -0.181
38 N -0.445
39 C -0.186
40 C -0.363
41 H 0.205
42 H 0.191
43 C -0.368
44 H 0.195
45 H 0.166
46 C -0.239
47 H 0.191
48 H 0.174
49 H 0.197
50 H 0.118
51 H 0.200
52 H 0.178
53 H 0.203
54 H 0.212
55 H 0.161
56 H 0.195
57 H 0.209
58 H 0.208
59 H 0.175
60 H 0.193
61 H 0.201
62 H 0.202
63 H 0.231
64 H 0.205
65 H 0.221